No. 1
C23H23Br2F9O9S2 | wB97M-V/def2-TZVPD

```
68
Properties=species:S:1:pos:R:3:forces:R:3:nbo_charge:R:1
O 2.522 2.003 -3.641 -0.8 0.1 0.2 -0.486
C 1.380 2.414 -3.478 1.3 -0.1 -0.4 0.467
C 0.978 3.704 -4.071 -0.6 0.4 -0.1 -0.220
C -0.285 4.124 -4.059 0.2 -0.5 0.3 -0.219
C -1.311 3.296 -3.397 -0.8 0.4 -0.1 0.504
O -2.498 3.581 -3.439 0.6 -0.2 0.0 -0.484
C -0.869 2.091 -2.665 -0.2 -0.1 0.2 -0.202
C -1.957 1.383 -1.893 0.3 -0.5 -0.6 0.538
O -2.304 0.259 -2.156 0.1 0.6 0.5 -0.460
C -2.570 2.174 -0.713 -0.1 -0.2 -0.2 0.549
F -3.824 2.536 -1.007 -0.2 0.0 0.0 -0.286
F -1.846 3.298 -0.527 0.2 0.2 0.1 -0.312
C -2.545 1.425 0.639 -0.5 0.1 -0.2 0.589
F -3.118 2.255 1.524 -0.1 0.3 0.2 -0.296
F -1.262 1.278 0.985 0.2 -0.2 0.0 -0.300
C -3.323 0.066 0.705 0.3 -0.4 0.5 0.539
F -4.277 0.022 -0.225 -0.2 0.1 -0.2 -0.291
F -3.930 0.033 1.911 -0.2 0.0 0.2 -0.303
C -2.420 -1.196 0.687 1.5 -1.2 1.2 0.726
O -1.637 -1.391 1.603 -1.6 0.6 -1.9 -0.499
O -2.671 -2.079 -0.316 -0.1 1.2 0.6 -0.693
C 0.391 1.645 -2.685 -0.4 0.1 0.0 0.102
C 0.827 0.407 -1.992 0.7 0.4 0.2 -0.468
C 2.157 0.525 -1.206 -0.4 -0.8 -0.4 -0.470
C 1.991 -0.137 0.137 1.1 0.0 0.1 0.290
F 1.099 0.568 0.853 -0.3 0.2 0.3 -0.339
Br 1.282 -1.934 -0.106 0.1 0.0 0.5 0.037
C 3.367 -0.183 0.947 -1.4 -0.6 0.8 0.603
F 4.190 0.747 0.492 0.3 0.5 -0.1 -0.313
F 3.974 -1.362 0.820 0.3 -0.3 -0.5 -0.321
Br 3.049 0.049 2.859 0.2 0.2 -0.3 0.036
H 1.732 4.307 -4.540 0.4 -0.1 -0.1 0.237
H -0.623 5.045 -4.495 0.0 0.2 -0.2 0.239
H -1.925 -2.079 -0.933 0.2 -0.6 -0.1 0.529
H 0.938 -0.374 -2.732 -0.1 -0.3 -0.2 0.261
H 0.056 0.104 -1.302 -0.3 -0.1 0.0 0.224
H 2.925 -0.031 -1.726 0.3 0.2 -0.2 0.241
H 2.491 1.542 -1.069 0.0 0.3 0.1 0.242
C 1.464 -5.718 -2.977 -0.1 0.0 0.0 -0.407
C 0.501 -6.092 -4.110 0.1 0.0 0.0 -0.401
C -0.792 -5.297 -3.894 0.0 -0.3 -0.1 -0.675
S -0.323 -3.794 -3.027 0.5 -0.1 -0.5 2.170
O -0.915 -3.804 -1.710 -0.1 0.2 0.0 -0.963
O -0.481 -2.657 -3.899 -0.1 0.1 0.2 -0.941
C 1.418 -4.197 -2.880 0.2 -0.3 0.0 -0.677
H 2.475 -6.073 -3.171 0.0 0.0 0.0 0.230
H 1.126 -6.161 -2.038 0.0 0.0 0.0 0.218
H 0.945 -5.819 -5.069 0.0 0.0 0.0 0.211
H 0.302 -7.162 -4.135 0.0 0.0 0.0 0.229
H -1.271 -5.022 -4.830 -0.1 0.1 0.1 0.257
H -1.497 -5.832 -3.261 0.0 0.1 0.1 0.252
H 1.801 -3.806 -1.942 -0.1 0.1 0.0 0.263
H 1.933 -3.729 -3.718 -0.1 0.1 0.0 0.241
C -0.415 3.461 6.252 0.0 -0.1 -0.1 -0.406
C -1.028 2.179 5.670 0.0 0.0 0.0 -0.402
C 0.126 1.320 5.136 -0.3 0.0 -0.1 -0.679
S 1.564 1.747 6.129 -0.2 0.0 0.1 2.168
O 2.539 2.382 5.278 0.1 -0.1 0.0 -0.947
O 1.921 0.634 6.971 0.2 0.0 -0.1 -0.940
C 0.762 3.009 7.112 -0.2 0.2 0.0 -0.674
H -1.139 4.028 6.835 0.0 0.0 0.0 0.224
H -0.059 4.101 5.442 0.0 0.0 0.0 0.215
H -1.557 1.638 6.457 0.0 0.0 0.0 0.209
H -1.748 2.396 4.882 0.0 0.0 0.0 0.229
H -0.066 0.255 5.239 0.1 0.0 0.0 0.258
H 0.362 1.555 4.100 0.1 0.0 0.0 0.253
H 1.475 3.801 7.331 0.1 -0.1 0.0 0.254
H 0.424 2.540 8.035 0.0 0.0 0.0 0.239
```
Forces are in eV/Å.

Maximum force   2.56 eV/Å
Energy above the lowest of the compared OMol25 structures with the same formula, charge and spin   0.0000 eV
Frontier orbital gap   8.2 eV
DFT total energy   -228862.2346 eV
HOMO level   -10.24 eV

=====

No. 2
C23H23ClIrN2P | wB97M-V/def2-TZVPD

```
51
Properties=species:S:1:pos:R:3:forces:R:3:mulliken_spin:R:1
Ir -0.548 -0.327 1.596 -1.0 -0.4 4.8 2.529
Cl -1.826 -0.974 3.367 -0.2 -0.2 -0.5 0.575
P -0.651 -0.839 -0.442 -0.6 -1.2 -7.2 0.381
C 0.972 -0.501 -1.182 -0.3 -0.1 0.4 0.017
C 1.184 0.585 -2.033 0.2 0.2 0.0 0.044
C 2.469 0.813 -2.529 -0.3 -0.1 0.0 -0.007
C 3.519 -0.034 -2.173 0.0 -0.2 0.2 0.051
C 3.311 -1.091 -1.275 -0.2 -0.2 -0.1 -0.029
C 2.024 -1.341 -0.795 0.5 0.1 0.2 0.042
C -1.220 -2.453 -1.106 -0.1 0.0 0.5 0.033
C -2.372 -2.987 -0.513 0.1 -0.2 0.0 0.046
C -2.905 -4.187 -0.991 0.0 0.3 0.0 -0.007
C -2.281 -4.855 -2.054 0.0 0.3 0.3 0.019
C -1.134 -4.320 -2.644 0.0 0.4 0.0 0.002
C -0.616 -3.103 -2.192 0.1 0.1 0.1 0.004
C -1.839 0.382 -1.118 0.6 -0.5 0.2 0.038
C -2.462 1.125 -0.124 -0.3 0.5 -0.3 0.077
C -3.408 2.099 -0.476 0.1 0.0 0.5 0.010
C -3.720 2.295 -1.825 0.2 -0.1 0.3 0.011
C -3.088 1.541 -2.825 0.4 -0.3 0.3 0.013
C -2.136 0.573 -2.473 -0.3 0.4 0.1 -0.007
H -2.825 -2.446 0.324 -0.1 -0.3 -0.2 -0.003
H -3.818 -4.587 -0.541 0.4 0.1 -0.2 0.000
H -2.702 -5.786 -2.425 0.1 0.2 0.1 0.000
H -0.651 -4.829 -3.478 -0.2 0.1 0.2 0.001
H 0.225 -2.630 -2.697 0.0 -0.3 0.1 0.005
H 0.345 1.224 -2.309 0.4 -0.1 0.1 0.002
H 2.647 1.651 -3.201 0.0 -0.2 0.1 0.000
H 4.510 0.115 -2.600 -0.2 0.1 0.2 0.001
H 4.146 -1.729 -0.967 -0.4 0.2 -0.2 0.000
H 1.821 -2.167 -0.103 0.2 0.2 -0.3 -0.008
H -2.164 0.914 0.946 -0.7 0.5 -0.5 -0.085
H -3.885 2.697 0.307 0.1 -0.2 -0.4 0.001
H -4.457 3.052 -2.094 0.2 -0.2 0.1 0.001
H -3.321 1.712 -3.878 0.0 -0.1 0.4 0.000
H -1.619 -0.006 -3.237 -0.2 0.1 0.1 0.001
H 1.960 4.215 -1.742 -0.3 0.1 0.0 0.000
H 1.264 4.487 -1.664 0.3 -0.1 0.0 0.000
N 3.288 2.885 5.078 -0.7 -0.7 -0.3 0.034
C 2.391 2.045 4.505 0.9 0.8 0.3 0.019
C 1.032 2.408 4.397 -1.1 -0.5 -0.8 0.026
C 0.186 1.654 3.597 1.1 0.6 0.4 0.002
N 0.645 0.576 2.910 1.3 0.6 1.0 0.168
C 1.905 0.101 3.149 0.4 1.2 0.4 -0.010
C 2.798 0.814 3.938 -0.6 -0.9 -0.9 0.011
H 2.989 3.765 5.476 0.1 -0.2 0.0 -0.002
H 4.265 2.636 5.161 -0.3 0.1 0.0 -0.001
H 0.638 3.312 4.844 0.1 -0.1 0.1 0.000
H -0.865 1.897 3.445 0.3 0.2 0.1 0.003
H 2.163 -0.831 2.639 0.2 0.4 0.2 -0.006
H 3.815 0.450 4.028 -0.1 0.0 0.1 0.000
```
Forces are in eV/Å.

Maximum force   7.28 eV/Å
Energy above the lowest of the compared OMol25 structures with the same formula, charge and spin   0.0000 eV
Frontier orbital gap (alpha / beta)   9.0 / 4.8 eV
Multiplicity   5
DFT total energy   -51835.8572 eV
Charge   +2
HOMO level (alpha / beta)   -14.73 / -14.81 eV